# 1
Formula: C21H47NO3S2
Source: OMol25
Level of theory: ωB97M-V/def2-TZVPD

The geometry in ORCA input format:
```
! RIJCOSX wB97M-V def2-TZVPD def2/J DEFGRID3
* xyz 0 1
C -1.11 8.44 2.02
C -1.42 7.77 0.52
O -1.77 6.34 0.58
S -0.38 5.34 0.66
O 0.60 5.72 -0.52
O 0.39 5.60 2.19
N 1.70 5.31 2.14
C 2.44 6.49 2.01
S 3.11 7.86 1.19
H -1.18 9.61 1.92
H -0.01 8.19 2.39
H -1.95 8.05 2.74
H -2.40 8.33 0.14
H -0.58 8.04 -0.26
C 1.15 -0.59 -4.07
C 2.17 -0.14 -3.03
C 1.53 0.44 -1.77
C 0.69 1.71 -1.98
C 1.44 2.89 -2.62
C 2.60 3.39 -1.78
H 0.55 0.25 -4.44
H 1.66 -1.03 -4.93
H 0.47 -1.34 -3.65
H 2.86 0.58 -3.48
H 2.77 -1.01 -2.74
H 2.32 0.64 -1.03
H 0.89 -0.32 -1.31
H 0.30 2.03 -1.00
H -0.18 1.47 -2.59
H 0.72 3.71 -2.76
H 1.79 2.61 -3.62
H 2.26 3.71 -0.79
H 3.06 4.26 -2.27
H 3.37 2.63 -1.65
C -2.33 -0.67 -2.02
C -2.27 -1.60 -0.82
C -1.83 -3.03 -1.18
C -2.77 -3.78 -2.13
C -4.22 -3.92 -1.66
C -4.35 -4.71 -0.37
H -3.07 -1.00 -2.75
H -2.60 0.34 -1.70
H -1.35 -0.62 -2.52
H -3.24 -1.61 -0.32
H -1.55 -1.19 -0.10
H -1.72 -3.60 -0.25
H -0.83 -2.99 -1.63
H -2.35 -4.78 -2.30
H -2.76 -3.28 -3.11
H -4.79 -4.43 -2.44
H -4.67 -2.93 -1.53
H -3.94 -5.72 -0.49
H -5.41 -4.81 -0.10
H -3.85 -4.22 0.46
C 1.43 -5.75 3.80
C 2.19 -4.45 4.06
C 1.27 -3.23 4.18
C 0.45 -2.89 2.93
C 1.27 -2.65 1.66
C 2.21 -1.45 1.76
H 0.89 -5.72 2.85
H 2.13 -6.59 3.76
H 0.71 -5.94 4.60
H 2.93 -4.30 3.26
H 2.75 -4.56 4.99
H 1.88 -2.36 4.46
H 0.58 -3.39 5.01
H -0.15 -2.00 3.14
H -0.26 -3.70 2.73
H 0.57 -2.47 0.83
H 1.84 -3.54 1.39
H 1.65 -0.54 1.99
H 2.73 -1.30 0.81
H 2.96 -1.60 2.54
*
```

HOMO energy: -9.6532 eV

# 2
Formula: C9H18CaF9O15S3
Source: OMol25
Level of theory: ωB97M-V/def2-TZVPD

The geometry in ORCA input format:
```
! RIJCOSX wB97M-V def2-TZVPD def2/J DEFGRID3
* xyz -1 1
Ca 3.41 -13.09 3.31
C 5.64 -14.04 -3.00
F 6.57 -14.61 -3.76
F 5.93 -12.82 -2.68
F 4.46 -14.01 -3.67
S 5.39 -15.06 -1.45
O 4.57 -16.19 -1.93
O 6.71 -15.50 -1.01
O 4.66 -14.30 -0.37
C 1.89 -19.77 4.78
F 1.62 -19.33 6.04
F 3.15 -20.17 4.72
F 1.12 -20.83 4.46
S 1.57 -18.41 3.28
O 0.16 -18.23 3.10
O 2.16 -17.13 3.75
O 2.19 -18.84 2.01
C -2.89 -11.82 5.52
F -4.06 -11.28 5.30
F -2.08 -10.83 5.78
F -2.85 -12.60 6.57
S -2.10 -12.68 3.92
O -2.73 -13.98 3.77
O -2.34 -11.71 2.84
O -0.60 -12.91 4.15
C 3.19 -10.79 7.18
C 3.14 -12.25 7.72
O 3.85 -13.08 6.74
O 2.62 -10.68 5.93
H 4.21 -10.53 6.90
H 2.78 -10.04 7.85
H 2.11 -12.57 7.89
H 3.54 -12.41 8.72
H 4.25 -13.74 7.30
H 2.29 -9.78 5.81
C 5.66 -9.37 1.95
C 4.46 -9.26 0.90
O 3.33 -10.01 1.37
O 5.92 -10.64 2.50
H 5.24 -8.75 2.75
H 6.56 -8.87 1.60
H 4.74 -9.68 -0.07
H 4.23 -8.24 0.61
H 2.63 -9.37 1.20
H 6.57 -10.53 3.20
C 7.14 -17.50 3.79
C 8.46 -18.16 3.42
O 8.46 -18.56 2.03
O 6.89 -16.19 3.24
H 7.45 -17.44 4.84
H 6.33 -18.23 3.71
H 8.81 -19.03 3.97
H 9.36 -17.55 3.52
H 8.15 -17.85 1.48
H 7.20 -16.23 2.33
*
```

HOMO energy: -5.6732 eV
energy relative to the best compared isomer or geometry (same formula, charge and spin): 236.7 kcal per mole

# 3
Formula: C42H32N2O6PRuS
Source: OMol25
Level of theory: ωB97M-V/def2-TZVPD

The geometry in ORCA input format:
```
! RIJCOSX wB97M-V def2-TZVPD def2/J DEFGRID3
* xyz 1 1
Ru -0.87 -1.07 0.36
C -2.38 4.60 4.57
C -2.66 3.74 3.37
C -3.82 2.97 3.30
C -4.11 2.19 2.19
C -3.21 2.18 1.14
C -2.06 2.96 1.16
C -1.79 3.73 2.28
S -3.58 1.25 -0.30
O -4.97 0.90 -0.24
O -3.06 1.93 -1.44
N -2.76 -0.18 -0.07
C -3.12 -1.22 -0.91
C -4.17 -1.39 -1.82
C -4.27 -2.61 -2.44
C -3.35 -3.65 -2.19
C -2.30 -3.39 -1.34
N -2.21 -2.19 -0.74
H -2.91 4.25 5.45
H -2.70 5.63 4.38
H -1.32 4.63 4.79
H -4.52 2.98 4.13
H -5.01 1.59 2.14
H -1.44 3.01 0.29
H -0.89 4.34 2.30
H -4.88 -0.60 -2.00
H -5.08 -2.77 -3.14
H -3.44 -4.61 -2.66
H -1.54 -4.12 -1.12
C 4.93 0.38 0.28
C 4.65 0.17 -1.06
C 3.44 -0.41 -1.44
C 2.51 -0.75 -0.46
C 2.81 -0.57 0.89
C 4.02 0.01 1.25
P 0.99 -1.61 -0.89
C 0.65 -1.44 -2.64
C 0.14 -2.53 -3.34
C -0.23 -2.40 -4.67
C -0.08 -1.18 -5.31
C 0.43 -0.09 -4.62
C 0.79 -0.21 -3.29
C 1.31 -3.33 -0.48
C 2.18 -4.21 -1.06
C 2.37 -5.48 -0.47
C 1.69 -5.83 0.67
C 0.78 -4.93 1.28
C 0.03 -5.24 2.45
C -0.84 -4.32 2.98
C -0.98 -3.04 2.41
C -0.29 -2.72 1.25
C 0.61 -3.67 0.69
H 5.88 0.83 0.56
H 5.37 0.44 -1.82
H 3.23 -0.58 -2.49
H 2.10 -0.86 1.65
H 4.25 0.16 2.30
H 0.04 -3.50 -2.85
H -0.63 -3.25 -5.21
H -0.37 -1.07 -6.34
H 0.54 0.87 -5.12
H 1.16 0.65 -2.74
H 2.73 -3.95 -1.96
H 3.05 -6.18 -0.92
H 1.84 -6.81 1.12
H 0.15 -6.20 2.92
H -1.41 -4.57 3.87
H -1.65 -2.32 2.87
O 0.03 0.42 1.52
C 0.29 1.18 0.53
O -0.09 0.75 -0.61
C 1.04 2.43 0.67
C 1.55 2.79 1.91
C 2.28 3.97 2.07
C 2.47 4.73 0.95
O 3.15 5.90 0.84
C 2.94 6.37 -0.50
O 2.31 5.31 -1.22
C 1.96 4.38 -0.29
C 1.24 3.23 -0.47
H 1.36 2.14 2.76
H 2.69 4.26 3.02
H 3.91 6.59 -0.96
H 2.30 7.24 -0.49
H 0.83 2.95 -1.43
*
```

HOMO energy (spin up / spin down): -10.7119 / -10.7177 eV
energy relative to the best compared isomer or geometry (same formula, charge and spin): 0.0 kcal per mole

Please write out number 1 again, unchanged.
Formula: C21H47NO3S2
Source: OMol25
Level of theory: ωB97M-V/def2-TZVPD

The geometry in ORCA input format:
```
! RIJCOSX wB97M-V def2-TZVPD def2/J DEFGRID3
* xyz 0 1
C -1.11 8.44 2.02
C -1.42 7.77 0.52
O -1.77 6.34 0.58
S -0.38 5.34 0.66
O 0.60 5.72 -0.52
O 0.39 5.60 2.19
N 1.70 5.31 2.14
C 2.44 6.49 2.01
S 3.11 7.86 1.19
H -1.18 9.61 1.92
H -0.01 8.19 2.39
H -1.95 8.05 2.74
H -2.40 8.33 0.14
H -0.58 8.04 -0.26
C 1.15 -0.59 -4.07
C 2.17 -0.14 -3.03
C 1.53 0.44 -1.77
C 0.69 1.71 -1.98
C 1.44 2.89 -2.62
C 2.60 3.39 -1.78
H 0.55 0.25 -4.44
H 1.66 -1.03 -4.93
H 0.47 -1.34 -3.65
H 2.86 0.58 -3.48
H 2.77 -1.01 -2.74
H 2.32 0.64 -1.03
H 0.89 -0.32 -1.31
H 0.30 2.03 -1.00
H -0.18 1.47 -2.59
H 0.72 3.71 -2.76
H 1.79 2.61 -3.62
H 2.26 3.71 -0.79
H 3.06 4.26 -2.27
H 3.37 2.63 -1.65
C -2.33 -0.67 -2.02
C -2.27 -1.60 -0.82
C -1.83 -3.03 -1.18
C -2.77 -3.78 -2.13
C -4.22 -3.92 -1.66
C -4.35 -4.71 -0.37
H -3.07 -1.00 -2.75
H -2.60 0.34 -1.70
H -1.35 -0.62 -2.52
H -3.24 -1.61 -0.32
H -1.55 -1.19 -0.10
H -1.72 -3.60 -0.25
H -0.83 -2.99 -1.63
H -2.35 -4.78 -2.30
H -2.76 -3.28 -3.11
H -4.79 -4.43 -2.44
H -4.67 -2.93 -1.53
H -3.94 -5.72 -0.49
H -5.41 -4.81 -0.10
H -3.85 -4.22 0.46
C 1.43 -5.75 3.80
C 2.19 -4.45 4.06
C 1.27 -3.23 4.18
C 0.45 -2.89 2.93
C 1.27 -2.65 1.66
C 2.21 -1.45 1.76
H 0.89 -5.72 2.85
H 2.13 -6.59 3.76
H 0.71 -5.94 4.60
H 2.93 -4.30 3.26
H 2.75 -4.56 4.99
H 1.88 -2.36 4.46
H 0.58 -3.39 5.01
H -0.15 -2.00 3.14
H -0.26 -3.70 2.73
H 0.57 -2.47 0.83
H 1.84 -3.54 1.39
H 1.65 -0.54 1.99
H 2.73 -1.30 0.81
H 2.96 -1.60 2.54
*
```

HOMO energy: -9.6532 eV